The following is a DFT calculation (ωB97M-V/def2-TZVPD) of C26H25FeN2O3S5 as an isolated structure at a distorted geometry.

Summary:
**Relative energy (zero: lowest compared OMol25 entry of this formula, charge and spin)**: 24.5 kcal per mole
**Net charge**: -1
**E_HOMO**: -4.186 eV

Each line ends with the Mulliken charge.
Positions of all 62 atoms, in Å:
Fe (-0.170, -1.011, -0.513)  0.469
S (-1.844, -2.658, -0.204)  -0.439
C (-2.625, -2.552, -1.757)  0.989
C (-3.360, -3.633, -2.272)  -0.726
C (-3.973, -3.571, -3.509)  -0.447
C (-3.876, -2.427, -4.295)  -0.678
C (-3.162, -1.343, -3.809)  -0.563
C (-2.558, -1.401, -2.560)  0.027
S (-1.659, 0.037, -1.995)  -0.169
C (-2.874, 0.696, -0.778)  -1.047
C (-2.611, 0.193, 0.606)  0.731
C (-3.613, -0.090, 1.526)  -1.142
C (-3.253, -0.635, 2.742)  -0.428
C (-1.906, -0.821, 3.041)  -1.022
C (-0.975, -0.417, 2.105)  0.576
C (0.498, -0.426, 2.288)  -0.887
S (1.073, -1.834, 1.193)  -0.365
C (2.692, -1.143, 0.982)  0.694
C (3.757, -1.622, 1.741)  -0.622
C (5.018, -1.080, 1.593)  -0.545
C (5.201, -0.051, 0.665)  -0.489
C (4.150, 0.428, -0.086)  -0.870
C (2.848, -0.094, 0.055)  0.521
S (1.531, 0.513, -0.900)  -0.377
N (-1.327, 0.026, 0.906)  0.617
H (-3.419, -4.537, -1.678)  0.418
H (-4.520, -4.432, -3.876)  0.358
H (-4.336, -2.385, -5.274)  0.357
H (-3.039, -0.448, -4.406)  0.379
H (-3.873, 0.436, -1.121)  0.533
H (-2.794, 1.785, -0.792)  0.489
H (-4.651, 0.044, 1.253)  0.477
H (-4.014, -0.931, 3.454)  0.396
H (-1.581, -1.236, 3.985)  0.509
H (1.002, 0.365, 1.749)  0.339
H (0.899, -0.749, 3.241)  0.553
H (3.583, -2.433, 2.440)  0.432
H (5.848, -1.456, 2.175)  0.362
H (6.189, 0.371, 0.523)  0.354
H (4.306, 1.215, -0.812)  0.431
C (0.271, -3.538, -4.126)  -0.948
S (0.956, -2.081, -3.346)  1.020
O (2.391, -2.162, -3.512)  -0.679
O (0.302, -0.942, -3.973)  -0.673
O (0.517, -2.266, -1.941)  -0.651
H (0.902, -3.803, -4.973)  0.371
H (-0.741, -3.306, -4.455)  0.191
H (0.255, -4.341, -3.394)  0.276
N (-0.128, 3.301, 0.735)  -0.282
C (0.523, 4.496, 0.484)  0.656
C (0.752, 4.916, -0.829)  -0.396
C (1.354, 6.137, -1.079)  -0.534
C (1.745, 6.969, -0.037)  -0.526
C (1.528, 6.550, 1.268)  -0.448
C (0.927, 5.329, 1.530)  -0.445
H (0.021, 2.890, 1.642)  0.192
H (-0.091, 2.606, 0.003)  -0.133
H (0.467, 4.266, -1.648)  0.443
H (1.526, 6.437, -2.106)  0.343
H (2.218, 7.921, -0.239)  0.359
H (1.834, 7.177, 2.096)  0.342
H (0.764, 5.011, 2.554)  0.327

Cartesian forces (eV/Å) of the 2 atoms listed first:
-0.600 0.256 -0.695
0.021 -0.216 -0.132